No. 1
This record from the OMol25 dataset describes a cluster of 2 separate species, C4H8OS in total. The level of theory is ωB97M-V/def2-TZVPD.

```
14
Properties=species:S:1:pos:R:3:forces:R:3:mulliken_charge:R:1
C -0.6768 -0.3934 0.4959 -0.6 0.2 -0.9 -0.71
C 0.6179 -0.2536 0.5794 0.3 -2.5 4.1 0.82
C 1.2711 -1.0343 1.7720 0.4 1.0 -3.8 -1.44
C 0.5771 1.0603 -1.1224 -2.0 1.8 -0.3 -0.70
O 1.4111 0.5625 -0.0696 -1.0 0.3 -1.5 -0.35
S -3.5418 0.3646 -1.6343 0.0 0.0 0.1 -0.16
H -1.3163 -1.1830 0.7837 -0.6 -0.4 0.4 0.31
H -3.8982 0.5405 -2.9187 0.1 0.0 0.0 0.15
H 1.9011 -1.8297 1.4719 0.1 -1.3 -0.5 0.32
H 0.6879 -1.1945 2.5802 -2.7 -1.3 1.9 0.46
H 1.9380 -0.4181 2.2209 2.4 2.6 1.0 0.46
H 1.2502 1.6012 -1.7192 0.8 0.5 -1.4 0.31
H -0.1675 1.9133 -0.7301 1.3 -2.2 -0.5 0.28
H -0.0539 0.2640 -1.7097 1.5 1.3 1.3 0.26
```
Positions in Å, forces in eV/Å.

- Max |F|: 4.86 eV Å⁻¹
- Gap between HOMO and LUMO (alpha / beta): 9.0 / 6.1 eV
- Charge: 0
- HOMO (alpha / beta): -8.88 / -8.56 eV
- ΔE to the lowest compared entry with this formula, charge and spin: 592.9 kJ/mol

No. 2
This record from the OMol25 dataset describes the molecule C5H8O2. The level of theory is ωB97M-V/def2-TZVPD.

```
15
Properties=species:S:1:pos:R:3:forces:R:3:mulliken_charge:R:1
C -1.1015 -2.1152 0.6868 0.1 0.5 -0.2 0.23
C -0.7308 -1.0649 0.2233 -0.2 -0.5 0.2 -1.28
C -0.1642 0.1912 -0.3327 -0.1 0.1 0.2 1.50
C -1.0827 1.3809 -0.0742 0.0 0.1 0.0 -1.54
O -0.0070 0.0752 -1.7342 0.2 -0.2 -0.1 -0.58
C 1.2184 0.4020 0.3062 -0.1 0.3 0.1 -0.74
O 2.0653 -0.6966 0.0429 0.0 -0.2 0.2 -0.52
H -1.4621 -3.0400 1.0813 0.1 0.2 -0.1 0.46
H -0.5253 2.3176 -0.1788 -0.1 -0.1 0.0 0.35
H -1.5157 1.3345 0.9287 0.1 0.0 -0.1 0.35
H -1.8899 1.3767 -0.8112 0.1 0.0 0.1 0.39
H 0.6960 -0.5785 -1.8694 -0.1 0.1 -0.1 0.39
H 1.1193 0.6027 1.3835 0.0 -0.1 -0.2 0.32
H 1.6812 1.2701 -0.1726 -0.1 -0.1 0.1 0.34
H 1.6990 -1.4556 0.5204 0.1 0.1 -0.1 0.32
```
Positions in Å, forces in eV/Å.

- Max |F|: 0.60 eV Å⁻¹
- Gap between HOMO and LUMO: 11.2 eV
- Charge: 0
- HOMO: -10.31 eV
- Structure (SMILES): C#C[C@](C)(O)CO
- ΔE to the lowest compared entry with this formula, charge and spin: 215.1 kJ/mol

No. 3
This record from the OMol25 dataset describes a structure of composition C54H61AsIN7O3PSTi. The level of theory is ωB97M-V/def2-TZVPD.

```
130
Properties=species:S:1:pos:R:3:forces:R:3:mulliken_charge:R:1
Ti 0.0918 -0.5587 0.2958 0.0 0.6 -0.8 0.74
S 1.9015 -1.1597 1.8906 0.1 -0.2 0.0 -0.72
C 3.2937 -1.6068 0.9006 0.1 0.0 0.0 0.58
C 4.0484 -2.7311 1.2490 0.0 0.0 0.0 -0.79
C 5.1653 -3.0934 0.5122 0.0 0.0 0.0 -0.82
C 5.5547 -2.3410 -0.5895 0.0 0.0 0.0 -0.83
C 4.8216 -1.2174 -0.9435 0.0 0.0 0.0 -0.81
C 3.6997 -0.8486 -0.2068 0.0 0.1 0.0 -0.05
As 2.5771 0.6808 -0.6341 0.2 -0.1 0.0 2.32
C 3.1248 2.0053 0.6761 -0.1 0.0 0.0 -0.11
C 2.5991 3.2896 0.5693 0.1 0.1 0.0 -0.21
C 2.9534 4.2741 1.4807 0.0 0.0 0.0 -0.65
C 3.8318 3.9735 2.5139 0.0 0.0 0.0 -0.68
C 4.3543 2.6928 2.6246 0.0 0.0 0.0 -0.74
C 4.0041 1.7084 1.7082 0.0 0.1 0.0 -0.81
C 3.5698 1.3671 -2.1838 0.0 0.0 0.0 0.68
C 4.4324 2.4552 -2.0654 0.0 0.0 -0.1 -1.05
C 5.1826 2.8888 -3.1514 0.0 0.0 0.0 -0.81
C 5.0980 2.2351 -4.3713 0.0 0.0 0.0 -0.77
C 4.2565 1.1397 -4.4967 0.0 0.0 0.0 -0.95
C 3.5001 0.7167 -3.4129 0.0 0.0 -0.1 -0.21
H 3.7434 -3.3149 2.1091 0.0 0.0 0.0 0.54
H 5.7366 -3.9682 0.8014 0.0 0.0 0.0 0.41
H 6.4276 -2.6206 -1.1658 0.0 0.0 0.0 0.43
H 5.1385 -0.6234 -1.7906 0.0 0.0 0.0 0.45
H 1.9227 3.5365 -0.2423 0.0 0.0 0.0 0.60
H 2.5494 5.2749 1.3816 0.0 0.0 0.0 0.48
H 4.1128 4.7384 3.2277 0.0 0.0 0.0 0.38
H 5.0420 2.4541 3.4267 0.0 0.0 0.0 0.42
H 4.4182 0.7142 1.8031 0.0 0.0 0.0 0.40
H 4.5415 2.9711 -1.1234 0.0 0.0 0.1 0.41
H 5.8453 3.7376 -3.0329 0.0 0.0 0.0 0.44
H 5.6911 2.5694 -5.2138 0.0 0.0 0.0 0.40
H 4.1862 0.6075 -5.4380 0.0 0.0 0.0 0.50
H 2.8758 -0.1538 -3.5529 0.0 0.0 0.0 0.65
O -2.9959 -6.9942 0.6983 0.4 -0.2 -0.1 -0.58
N -3.3619 -6.2452 1.5766 -0.4 0.5 -0.4 1.03
O -4.2231 -6.5027 2.3826 0.0 -0.1 0.4 -0.62
C -2.8209 -4.8550 1.5675 0.3 -0.5 0.0 -0.39
C -3.5828 -3.9367 2.1726 -0.1 0.4 0.1 -0.80
C -3.2201 -2.5437 2.1692 -0.1 -0.3 0.0 1.53
C -3.9869 -1.5723 2.7910 -0.1 0.1 0.1 -0.94
C -3.5349 -0.2601 2.7112 -0.1 0.0 0.1 -1.08
C -2.3933 0.0488 2.0099 0.1 0.0 -0.2 -0.29
N -1.6110 -0.8692 1.3740 -0.3 -0.3 0.3 1.41
C -2.0451 -2.1768 1.4980 0.0 0.3 0.0 -1.04
C -1.2202 -3.1617 0.9181 0.0 -0.1 -0.1 0.03
N -0.0794 -2.6889 0.3625 -0.3 -0.2 0.1 0.68
C 0.7835 -3.5686 -0.1513 0.0 0.0 0.0 -0.52
C 0.5430 -4.9268 -0.1517 0.1 0.0 0.0 -1.51
C -0.6381 -5.4247 0.3764 -0.1 0.0 0.0 -0.89
C -1.5615 -4.5362 0.9214 0.0 -0.1 0.1 0.66
H -4.4975 -4.2483 2.6585 0.0 0.0 0.0 0.58
H -4.8898 -1.8368 3.3262 0.0 0.0 0.0 0.48
H -4.0795 0.5457 3.1868 0.0 0.0 0.0 0.54
H -2.0824 1.0772 1.9242 0.0 0.0 0.0 0.15
H 1.6994 -3.1675 -0.5647 0.1 0.0 0.0 0.61
H 1.2852 -5.5939 -0.5680 0.0 0.0 0.0 0.53
H -0.8341 -6.4828 0.3654 0.0 -0.1 0.0 0.59
O -1.2011 1.1236 -1.0035 -0.3 0.0 0.1 2.64
P -2.1932 1.5323 -2.0837 0.2 0.0 0.0 -0.99
C -2.7560 3.2309 -1.8120 -0.1 0.2 0.1 0.46
C -1.5912 4.2421 -1.9288 0.0 0.0 0.0 -0.15
C -1.8927 5.5484 -1.1763 0.0 0.0 0.0 -0.62
C -3.3854 5.8520 -1.2098 0.0 0.0 0.0 -0.82
C -4.1674 4.7892 -0.4218 0.0 0.0 0.0 -1.04
C -3.4865 3.4099 -0.4707 0.0 0.0 0.0 -0.29
C -1.4551 1.4056 -3.7367 0.1 0.0 -0.1 1.01
C -2.3080 2.0444 -4.8638 0.0 0.0 0.0 -0.85
C -1.4493 2.4268 -6.0756 0.0 0.0 0.0 -0.96
C -0.3678 1.3807 -6.3059 0.0 0.0 0.0 -0.98
C 0.6251 1.3654 -5.1302 0.0 0.0 0.0 -0.36
C 0.0021 1.8776 -3.8227 -0.1 0.0 -0.1 -0.68
C -3.6797 0.4797 -2.1951 -0.1 -0.1 0.0 1.09
C -4.0942 -0.1322 -0.8407 0.0 0.0 0.0 0.97
C -5.5778 -0.5193 -0.8078 0.0 0.0 0.0 -1.19
C -6.0228 -1.0263 -2.1741 0.0 0.0 0.0 -0.80
C -5.9519 0.1104 -3.2088 0.0 0.0 0.0 -0.98
C -4.8984 1.1656 -2.8376 0.0 0.1 0.0 -1.39
H -3.4835 3.4399 -2.6040 0.0 0.0 0.0 1.32
H -1.4115 4.4584 -2.9849 0.0 0.0 0.0 0.43
H -0.6592 3.8052 -1.5534 0.0 0.0 0.0 -0.52
H -1.3149 6.3621 -1.6152 0.0 0.0 0.0 0.59
H -1.5651 5.4700 -0.1338 0.0 0.0 0.0 -0.07
H -3.7177 5.8722 -2.2526 0.0 0.0 0.0 0.36
H -3.5906 6.8445 -0.8080 0.0 0.0 0.0 0.50
H -5.1833 4.7098 -0.8151 0.0 0.0 0.0 0.31
H -4.2643 5.0980 0.6214 0.0 0.0 0.0 0.48
H -4.2320 2.6293 -0.3104 0.0 0.0 0.0 0.04
H -2.7679 3.3113 0.3468 0.0 0.0 0.0 -0.33
H -1.4369 0.3182 -3.8938 0.0 0.0 0.0 0.26
H -2.8381 2.9318 -4.5059 0.0 0.0 0.0 0.05
H -3.0728 1.3310 -5.1811 0.0 0.0 0.0 0.38
H -0.9820 3.4032 -5.9135 0.0 0.0 0.0 0.34
H -2.0908 2.5353 -6.9509 0.0 0.0 0.0 0.56
H 0.1593 1.5675 -7.2419 0.0 0.0 0.0 0.60
H -0.8406 0.3979 -6.4146 0.0 0.0 0.0 0.30
H 1.5007 1.9713 -5.3638 0.0 0.0 0.0 0.54
H 0.9903 0.3467 -4.9825 0.0 0.0 0.0 -0.16
H 0.0377 2.9687 -3.7972 0.0 0.0 0.0 0.64
H 0.5741 1.5289 -2.9629 0.0 0.0 0.1 -0.95
H -3.3671 -0.3224 -2.8745 0.0 0.0 0.0 0.92
H -3.8669 0.5501 -0.0273 0.0 0.1 0.1 -0.71
H -3.4894 -1.0178 -0.6311 0.0 0.0 0.0 -1.10
H -6.1892 0.3439 -0.5250 0.0 0.0 0.0 0.40
H -5.7346 -1.2703 -0.0322 0.0 0.0 0.0 0.60
H -7.0315 -1.4375 -2.1318 0.0 0.0 0.0 0.53
H -5.3712 -1.8557 -2.4743 0.0 0.0 0.0 0.26
H -6.9245 0.5989 -3.2930 0.0 0.0 0.0 0.48
H -5.7247 -0.2955 -4.1980 0.0 0.0 0.0 0.32
H -5.3143 1.8851 -2.1253 0.0 -0.1 0.0 0.21
H -4.6290 1.7344 -3.7274 0.0 0.0 0.1 0.46
I 0.8868 -2.9634 -5.5725 0.0 0.0 -0.1 0.13
C -0.0389 -2.4067 -3.8295 0.0 0.1 0.1 -1.29
C -1.2729 -2.7881 -3.3585 -0.1 0.0 0.0 -0.30
N -1.4472 -2.1492 -2.1854 -0.1 0.0 0.0 0.12
N -0.4061 -1.3708 -1.8646 0.3 -0.1 0.1 1.35
C 0.4589 -1.5284 -2.8529 -0.1 0.0 -0.1 -0.65
H -2.0247 -3.4467 -3.7664 0.1 0.0 0.0 0.57
H -2.2152 -2.2355 -1.5409 -0.1 0.0 0.0 -0.27
H 1.4027 -1.0204 -2.8252 0.1 0.1 0.0 0.12
N -0.2977 2.4975 1.0539 -0.1 0.0 0.1 1.18
C -0.3170 3.4320 2.0114 0.0 0.0 0.0 -0.12
C 0.1851 2.8484 3.1551 0.0 0.0 0.0 -1.77
C 0.4863 1.5363 2.7816 0.1 0.0 0.0 -0.77
N 0.1840 1.3278 1.4994 -0.1 0.2 0.2 0.57
H -0.6603 2.4925 0.1097 -0.1 0.0 -0.1 -1.45
H -0.6653 4.4331 1.8110 0.0 -0.1 0.0 0.38
H 0.3339 3.3096 4.1170 0.0 0.0 -0.1 0.54
H 0.9253 0.7474 3.3674 0.0 0.0 0.0 0.55
```
Positions in Å, forces in eV/Å.

- Max |F|: 0.97 eV Å⁻¹
- Gap between HOMO and LUMO (alpha / beta): 5.2 / 5.2 eV
- Charge: +1
- HOMO (alpha / beta): -8.18 / -8.16 eV

Q: The highest max |F| belongs to which entry?
A: C4H8OS